The following is a quantum chemistry calculation of a structure of composition C32H44BrIrN2OP2S, from the OMol25 dataset.

Each line ends with the Löwdin charge.
CARTESIAN COORDINATES (ANGSTROEM)
Ir  0.36942  -0.54931  0.23461  1.108
C  -3.64785  -1.97172  -2.18160  -0.074
C  -2.20769  -1.49349  -1.98374  -0.520
C  -2.06519  -0.03160  -2.41364  -0.105
P  -1.64799  -1.69305  -0.24376  1.003
C  -1.62528  -3.48466  0.20992  -0.499
C  -1.03856  -4.29449  -0.95301  -0.088
C  -2.92892  -4.10623  0.71185  -0.085
C  -2.72253  -0.69545  0.79682  -0.286
C  -3.99269  -1.06669  1.22565  -0.037
C  -4.69954  -0.30808  2.15258  -0.246
C  -6.05678  -0.73589  2.63242  -0.028
C  -4.06976  0.82366  2.66045  0.004
C  -2.82085  1.23179  2.21899  -0.010
C  -2.14807  0.51209  1.23599  -0.293
N  -0.86997  0.88675  0.70761  -0.157
C  -0.41858  2.23282  0.82354  -0.280
C  -1.30567  3.31189  0.80808  -0.019
C  -0.84298  4.60490  0.96194  0.002
C  0.51256  4.88982  1.12403  -0.251
C  1.00190  6.29939  1.30004  -0.029
C  1.39553  3.82587  1.03625  -0.043
C  0.95376  2.51372  0.85445  -0.292
P  2.02229  1.15313  0.38883  0.996
C  3.48311  1.00218  1.49371  -0.515
C  4.52133  2.12247  1.37836  -0.077
C  3.01546  0.86538  2.94175  -0.097
C  2.56827  1.46506  -1.35629  -0.508
C  3.75937  0.57348  -1.73130  -0.093
C  2.83432  2.92862  -1.71146  -0.081
H  -3.92914  -1.83513  -3.22607  0.097
H  -4.33999  -1.38856  -1.57273  0.084
H  -3.77491  -3.02639  -1.94267  0.068
H  -1.54118  -2.12424  -2.57994  0.096
H  -2.67082  0.61946  -1.78078  0.087
H  -2.41193  0.08255  -3.44070  0.096
H  -1.03729  0.34097  -2.36770  0.043
H  -0.90960  -3.51455  1.03683  0.074
H  -1.73600  -4.35203  -1.78895  0.084
H  -0.85239  -5.31351  -0.61418  0.097
H  -0.09301  -3.88925  -1.31747  0.053
H  -3.72704  -4.06027  -0.02879  0.075
H  -3.27433  -3.64224  1.63314  0.076
H  -2.74349  -5.16021  0.92339  0.096
H  -4.44512  -1.97344  0.84853  0.103
H  -6.59313  -1.28814  1.86193  0.086
H  -6.66097  0.12245  2.92077  0.088
H  -5.96929  -1.38489  3.50589  0.095
H  -4.56531  1.40837  3.42588  0.130
H  -2.37200  2.10820  2.66012  0.119
H  -2.36254  3.14274  0.66612  0.120
H  -1.55908  5.41775  0.95590  0.130
H  0.28443  6.89694  1.85999  0.088
H  1.14571  6.78238  0.33157  0.094
H  1.95347  6.32531  1.82886  0.085
H  2.45694  4.03385  1.07257  0.104
H  3.94907  0.06377  1.17662  0.083
H  4.13974  3.06679  1.76460  0.075
H  4.88050  2.27560  0.36466  0.060
H  5.38204  1.85452  1.99242  0.098
H  2.52010  1.77783  3.27767  0.089
H  3.87964  0.69764  3.58497  0.098
H  2.33052  0.03177  3.08059  0.018
H  1.70039  1.14732  -1.95077  0.087
H  4.69511  1.02584  -1.40715  0.084
H  3.81085  0.47048  -2.81585  0.094
H  3.71250  -0.42654  -1.30145  0.051
H  3.63618  3.35388  -1.10931  0.076
H  1.94713  3.54699  -1.59074  0.080
H  3.14421  2.98275  -2.75622  0.096
O  3.65506  -4.02781  -3.84063  0.147
C  2.95921  -3.30914  -2.97183  -0.284
C  1.95756  -2.39709  -3.32046  0.041
C  1.30885  -1.73186  -2.31478  -0.159
N  1.57661  -1.87673  -0.99843  -0.156
C  2.56147  -2.73550  -0.68715  -0.719
Br  3.07100  -2.93919  1.10573  0.902
C  3.25712  -3.47105  -1.62099  -0.017
H  3.39389  -3.86210  -4.75617  0.144
H  1.68278  -2.21734  -4.35132  0.138
H  0.52052  -1.03059  -2.56480  0.089
H  4.03584  -4.15498  -1.31741  0.132
S  0.23834  -1.88746  3.27539  0.875
C  0.45337  -1.36825  1.85826  -0.988

Atoms 1-6, force components in eV/Å:
0.03 -0.21 -0.11
0.02 -0.02 0.03
0.03 0.02 -0.02
-0.01 0.02 0.01
-0.14 -0.11 0.18
-0.03 0.01 0.00

The calculation puts the gap between HOMO and LUMO (spin up / spin down) at 6.08 / 6.09 eV. The charge is +2. The calculation puts the total energy at -5189.33934 Ha. The value obtained for the HOMO energy (spin up / spin down) is -0.4685 / -0.4685 Ha.